# 1
{
  "formula": "C32H35MgN8O3",
  "method": "wB97M-V/def2-TZVPD",
  "molar_mass_g_mol": 603.99,
  "charge": 1,
  "relative_energy_kcal_mol": 59.4,
  "orbital_gap_ev": 6.0155,
  "symbols": ["Mg", "N", "O", "O", "O", "N", "C", "C", "C", "C", "H", "H", "H", "H", "H", "N", "C", "C", "C", "C", "H", "H", "H", "H", "H", "N", "C", "C", "C", "C", "H", "H", "H", "H", "H", "N", "C", "C", "C", "C", "C", "H", "H", "H", "H", "H", "N", "C", "C", "C", "C", "C", "H", "H", "H", "H", "H", "N", "C", "C", "C", "C", "C", "H", "H", "H", "H", "H", "N", "C", "C", "C", "C", "C", "H", "H", "H", "H", "H"],
  "positions_angstrom": [[-0.582, 1.483, 1.880], [-0.058, -0.825, -0.387], [1.055, -1.001, -0.927], [-1.046, -1.500, -0.704], [-0.244, 0.102, 0.339], [2.377, -3.564, -0.167], [3.334, -4.398, 0.363], [3.132, -5.671, -0.248], [1.974, -5.642, -1.025], [1.461, -4.328, -0.852], [2.355, -2.561, -0.043], [4.094, -3.990, 1.012], [3.821, -6.441, 0.066], [1.600, -6.426, -1.668], [0.662, -3.818, -1.370], [-2.724, -3.084, -5.291], [-1.742, -3.948, -5.660], [-0.829, -4.083, -4.611], [-1.207, -3.204, -3.644], [-2.465, -2.718, -3.997], [-3.388, -2.671, -5.931], [-1.766, -4.360, -6.658], [0.005, -4.769, -4.585], [-0.656, -2.887, -2.771], [-2.978, -1.862, -3.584], [1.322, 1.822, -3.488], [0.373, 2.787, -3.717], [1.074, 3.940, -3.985], [2.403, 3.672, -3.918], [2.580, 2.387, -3.610], [1.104, 0.865, -3.248], [-0.655, 2.597, -3.447], [0.660, 4.919, -4.173], [3.167, 4.388, -4.185], [3.486, 1.810, -3.496], [1.431, 1.828, 1.772], [2.059, 1.905, 0.552], [3.454, 2.037, 0.306], [4.274, 2.102, 1.435], [3.649, 2.054, 2.695], [2.282, 1.975, 2.840], [1.331, 1.898, -0.245], [3.852, 1.972, -0.696], [5.353, 2.072, 1.410], [4.393, 2.234, 3.457], [1.980, 2.145, 3.863], [-2.413, 0.594, 2.398], [-2.693, -0.792, 2.153], [-4.025, -1.317, 2.035], [-5.069, -0.484, 2.378], [-4.793, 0.813, 2.826], [-3.513, 1.267, 2.785], [-1.827, -1.417, 1.994], [-4.227, -2.340, 1.753], [-6.070, -0.889, 2.340], [-5.507, 1.588, 3.063], [-3.568, 2.318, 3.028], [0.043, 0.041, 3.551], [0.024, 0.256, 4.881], [0.443, -0.731, 5.833], [1.069, -1.851, 5.362], [1.026, -2.118, 4.056], [0.501, -1.185, 3.181], [-0.094, 1.250, 5.287], [0.617, -0.363, 6.833], [1.527, -2.581, 6.013], [1.253, -3.038, 3.537], [0.509, -1.324, 2.111], [-1.299, 2.704, 0.502], [-2.390, 2.623, -0.379], [-2.763, 3.587, -1.327], [-2.041, 4.765, -1.325], [-0.959, 4.928, -0.533], [-0.691, 3.966, 0.400], [-2.755, 1.631, -0.601], [-3.604, 3.465, -1.994], [-2.352, 5.392, -2.147], [-0.261, 5.739, -0.676], [0.143, 4.255, 1.022]]
}

# 2
{
  "formula": "C32H35N4O",
  "method": "wB97M-V/def2-TZVPD",
  "molar_mass_g_mol": 491.66,
  "charge": 1,
  "relative_energy_kcal_mol": 24.4,
  "orbital_gap_ev": 4.5342,
  "symbols": ["C", "O", "C", "C", "C", "C", "C", "C", "C", "C", "H", "H", "H", "H", "H", "H", "H", "H", "H", "H", "H", "C", "C", "C", "C", "C", "N", "C", "C", "N", "C", "C", "N", "C", "C", "C", "C", "C", "C", "C", "C", "C", "N", "C", "C", "C", "C", "C", "H", "H", "H", "H", "H", "H", "H", "H", "H", "H", "H", "H", "H", "H", "H", "H", "H", "H", "H", "H", "H", "H", "H", "H"],
  "positions_angstrom": [[1.399, 0.348, -3.359], [0.069, 0.640, -2.839], [-0.825, -0.316, -2.883], [-2.190, -0.018, -3.186], [-3.104, -1.093, -3.370], [-4.463, -0.867, -3.520], [-4.976, 0.439, -3.530], [-6.459, 0.665, -3.603], [-4.069, 1.511, -3.504], [-2.703, 1.309, -3.341], [1.888, 1.323, -3.431], [1.936, -0.292, -2.643], [1.333, -0.142, -4.337], [-0.486, -1.367, -2.817], [-2.687, -2.101, -3.348], [-5.159, -1.698, -3.607], [-6.697, 1.733, -3.633], [-6.898, 0.201, -4.494], [-6.975, 0.227, -2.739], [-4.466, 2.527, -3.597], [-2.004, 2.148, -3.287], [-2.531, -4.876, -1.299], [-1.567, -5.743, -0.764], [-0.718, -5.306, 0.251], [-0.811, -3.998, 0.739], [0.131, -3.583, 1.848], [0.034, -2.172, 2.211], [-0.264, -1.899, 3.595], [-0.639, -0.452, 3.787], [0.289, 0.428, 3.128], [0.236, 1.802, 3.571], [0.633, 2.792, 2.506], [1.686, 2.283, 1.658], [2.374, 3.319, 0.875], [3.863, 3.409, 1.153], [4.650, 4.250, 0.357], [6.019, 4.386, 0.597], [6.621, 3.682, 1.653], [5.838, 2.842, 2.455], [4.465, 2.709, 2.207], [1.501, 1.019, 1.121], [1.786, 0.679, -0.217], [1.335, -0.464, -0.723], [0.802, -1.426, 0.008], [0.571, -1.219, 1.390], [0.808, 0.078, 1.913], [-1.774, -3.131, 0.204], [-2.633, -3.567, -0.810], [-3.199, -5.214, -2.089], [-1.482, -6.766, -1.139], [0.039, -5.965, 0.685], [-0.095, -4.150, 2.761], [1.171, -3.829, 1.565], [-1.109, -2.542, 3.864], [0.582, -2.178, 4.245], [-1.648, -0.310, 3.365], [-0.652, -0.192, 4.851], [-0.794, 2.011, 3.890], [0.895, 1.949, 4.440], [-0.252, 3.061, 1.898], [1.007, 3.706, 2.975], [2.193, 3.157, -0.197], [1.896, 4.275, 1.132], [4.167, 4.795, -0.457], [6.621, 5.043, -0.033], [7.687, 3.790, 1.846], [6.291, 2.288, 3.281], [3.856, 2.062, 2.840], [2.327, 1.328, -0.913], [0.562, -2.352, -0.519], [-1.855, -2.106, 0.573], [-3.381, -2.878, -1.207]]
}

Question: What is the formula in the first record?
Answer: C32H35MgN8O3